(a)
# C4H14N2O

2 unconnected molecules or ions with the total composition C4H14N2O (the ωB97M-V functional and the def2-TZVPD basis, OMol25).

structure (SMILES) = CNCCCN.O
Kohn-Sham gap = 0.34123 hartree
HOMO = -8.4 eV

Structure (XYZ):
```
21
C4H14N2O the ωB97M-V functional and the def2-TZVPD basis
C 0.629 0.792 1.443
C 0.132 -0.386 0.616
C 1.176 -0.770 -0.471
C -0.435 -0.481 -2.380
N 0.649 -1.208 -1.745
N 0.585 2.075 0.806
H -0.048 0.723 2.318
H 1.572 0.612 1.977
H -0.786 -0.231 0.046
H -0.016 -1.300 1.184
H 2.031 -0.105 -0.693
H 1.768 -1.530 0.051
H -1.446 -0.891 -2.373
H -0.186 -0.212 -3.409
H -0.652 0.476 -1.886
H 0.587 -2.180 -1.988
H 0.540 2.117 -0.197
H 1.240 2.731 1.181
H -2.448 -0.798 2.188
H -2.096 0.515 1.434
O -2.797 0.050 1.898
```

---

(b)
# C4H14N2O

2 unconnected molecules or ions with the total composition C4H14N2O (the ωB97M-V functional and the def2-TZVPD basis, OMol25).

structure (SMILES) = CNCCCN.O
Kohn-Sham gap = 0.33367 hartree
HOMO = -8.2 eV

Structure (XYZ):
```
21
C4H14N2O the ωB97M-V functional and the def2-TZVPD basis
C 1.902 1.471 0.864
N 0.920 0.478 0.491
C -0.217 0.505 1.406
C -1.406 -0.292 0.821
C -1.056 -1.547 0.001
N -0.961 -1.330 -1.428
H 1.953 1.491 1.955
H 1.571 2.414 0.433
H 2.877 1.108 0.530
H 0.901 -0.395 0.008
H -0.017 0.034 2.381
H -0.585 1.526 1.499
H -2.070 -0.683 1.600
H -2.034 0.383 0.237
H -0.181 -1.997 0.493
H -1.750 -2.351 0.264
H -1.628 -0.644 -1.758
H -1.281 -2.176 -1.900
H 0.534 0.759 -2.020
H 1.348 0.218 -3.190
O 1.180 1.030 -2.686
```

---

Most stable structure, least stable structure: (b), (a).

---

(a)
# C4H14N2OS

3 unconnected molecules or ions with the total composition C4H14N2OS (the ωB97M-V functional and the def2-TZVPD basis, OMol25).

Kohn-Sham gap = 0.30226 hartree
HOMO = -9.2 eV

Structure (XYZ):
```
22
C4H14N2OS the ωB97M-V functional and the def2-TZVPD basis
C -2.517 2.292 -1.069
C -2.170 1.337 0.073
S -0.493 0.676 -0.201
N -2.668 1.691 -2.392
H -1.729 3.050 -1.136
H -3.440 2.835 -0.834
H -2.881 0.510 0.109
H -2.172 1.853 1.035
H -3.401 0.992 -2.373
H -1.818 1.193 -2.635
C 3.135 -1.500 0.679
O 3.930 -1.028 1.760
C 1.673 -1.611 1.068
N 0.858 -2.137 -0.041
H 3.536 -2.487 0.425
H 3.247 -0.894 -0.232
H 3.693 -0.106 1.909
H 1.597 -2.256 1.942
H 1.335 -0.607 1.344
H 1.082 -1.611 -0.884
H -0.082 -1.806 0.129
H -0.713 -0.389 1.324
```

---

(b)
# C4H14N2OS

2 unconnected molecules or ions with the total composition C4H14N2OS (the ωB97M-V functional and the def2-TZVPD basis, OMol25).

structure (SMILES) = NC[C@H](N)CCS.O
Kohn-Sham gap = 0.34412 hartree
HOMO = -8.9 eV

Structure (XYZ):
```
22
C4H14N2OS the ωB97M-V functional and the def2-TZVPD basis
N -0.395 0.640 -1.858
C 0.611 -0.200 -1.175
C -0.098 -1.409 -0.610
C 0.598 -2.710 -0.255
S 1.749 -3.392 -1.452
C 1.242 0.632 -0.036
N 0.294 1.005 0.987
H -1.360 0.384 -1.665
H -0.142 1.609 -1.746
H 1.463 -0.449 -1.811
H -0.996 -1.706 -1.176
H -0.576 -1.053 0.311
H -0.109 -3.447 0.129
H 1.165 -2.434 0.639
H 2.506 -4.130 -0.617
H 1.773 1.529 -0.406
H 2.034 0.005 0.401
H -0.394 1.610 0.571
H 0.614 1.484 1.810
H -4.017 3.643 2.496
H -2.548 4.000 2.853
O -3.414 4.389 2.608
```

---

(c)
# C4H14N2OS

2 unconnected molecules or ions with the total composition C4H14N2OS (the ωB97M-V functional and the def2-TZVPD basis, OMol25).

structure (SMILES) = NCNCCCS.O
Kohn-Sham gap = 0.33782 hartree
HOMO = -8.5 eV

Structure (XYZ):
```
22
C4H14N2OS the ωB97M-V functional and the def2-TZVPD basis
C 0.115 -1.676 1.189
N 0.544 -1.843 -0.177
C 1.713 -0.859 -0.585
N 1.333 -0.112 -1.775
C -0.541 -0.341 1.493
C -1.934 -0.212 0.947
S -2.169 1.311 -0.096
H -0.653 -2.377 1.216
H 0.887 -1.927 1.924
H -0.155 -1.681 -0.942
H 2.553 -1.676 -0.818
H 2.063 -0.250 0.184
H 1.152 0.839 -1.703
H 1.930 -0.219 -2.588
H -0.422 -0.014 2.496
H 0.169 0.464 1.014
H -2.390 -1.010 0.293
H -2.690 0.180 1.724
H -3.381 1.090 -0.702
H 0.253 2.857 -1.527
H 0.650 4.022 -0.456
O 0.975 3.434 -1.112
```

---

Most stable structure, least stable structure: (b), (a).